Computed, not measured: a structure of composition C30H39FGeN4OPtS, with the ωB97M-V functional and the def2-TZVPD basis.

Properties
HOMO-LUMO gap: 0.2345 hartree
strongest force on any atom: 0.73 eV/A
M: 790.4 g mol⁻¹
multiplicity: 1
E_HOMO: -7.12 eV

The geometry in XYZ format:
```
78
Properties=species:S:1:pos:R:3:forces:R:3
Pt -0.341 -0.782 -0.604 -0.02 0.41 -0.60
N -4.341 -2.071 -1.529 0.03 0.02 -0.01
C -3.001 -1.905 -1.345 0.06 0.00 -0.01
S -2.420 -0.249 -1.332 -0.20 -0.06 0.07
N -2.267 -2.957 -1.184 0.07 0.00 0.00
N -0.919 -2.672 -0.986 0.01 -0.19 -0.15
C -0.114 -3.672 -1.116 0.00 0.18 0.08
C 1.320 -3.642 -0.969 -0.21 0.00 -0.11
C 1.979 -4.882 -0.867 0.00 -0.02 -0.02
C 3.343 -4.963 -0.744 -0.01 0.05 -0.01
C 4.092 -3.779 -0.753 -0.03 -0.03 0.00
C 3.478 -2.556 -0.873 0.06 0.02 0.01
C 2.078 -2.450 -0.972 0.01 0.01 -0.05
O 1.562 -1.248 -1.097 0.15 -0.09 0.40
H -4.877 -1.284 -1.851 0.00 0.00 0.00
H -4.649 -2.984 -1.822 0.01 -0.01 0.01
H -0.585 -4.625 -1.344 -0.01 0.01 0.06
H 1.378 -5.784 -0.876 0.00 -0.01 0.00
H 3.831 -5.923 -0.648 0.01 -0.01 0.00
H 5.170 -3.823 -0.665 0.02 -0.01 0.00
H 4.048 -1.636 -0.883 -0.01 0.00 0.01
C 2.112 1.585 -2.871 -0.01 -0.01 0.01
C 0.686 1.663 -3.414 -0.07 -0.04 -0.01
C 0.232 0.321 -3.997 0.03 0.01 0.00
C -0.353 2.312 -2.499 0.06 -0.02 0.00
C -1.218 3.205 -3.129 -0.04 0.02 0.03
C -2.155 3.940 -2.426 0.04 -0.01 0.00
C -2.213 3.813 -1.052 -0.04 -0.02 0.01
C -1.389 2.920 -0.378 -0.10 0.05 0.02
C -1.490 2.854 1.134 0.01 -0.02 0.05
C -2.887 2.415 1.583 0.02 0.02 0.01
C -1.127 4.197 1.774 0.02 0.02 -0.01
C -0.486 2.127 -1.108 0.02 0.05 -0.02
N 0.279 1.143 -0.410 0.11 -0.21 -0.15
C 1.338 1.591 0.350 0.03 0.04 -0.04
C 1.767 2.930 0.293 0.08 0.05 -0.03
C 2.812 3.415 1.062 0.00 -0.03 -0.01
C 3.500 2.587 1.934 -0.03 -0.03 0.00
C 3.108 1.258 2.016 0.04 0.05 0.00
C 2.066 0.796 1.247 0.01 0.02 0.02
F 1.735 -0.512 1.406 -0.04 -0.03 -0.03
H 2.793 1.374 -3.700 0.00 0.00 0.00
H 2.233 0.796 -2.133 -0.03 -0.02 0.05
H 2.415 2.530 -2.421 0.01 0.01 0.01
H 0.731 2.346 -4.268 0.00 0.01 0.01
H 0.221 -0.476 -3.253 0.00 0.01 0.05
H 0.925 0.013 -4.783 -0.01 -0.01 0.00
H -0.767 0.397 -4.430 -0.01 -0.01 0.02
H -1.130 3.340 -4.201 0.00 0.00 0.00
H -2.810 4.630 -2.944 0.00 0.00 0.00
H -2.917 4.413 -0.487 -0.01 0.02 0.01
H -0.761 2.125 1.491 -0.09 0.07 -0.03
H -3.631 3.170 1.320 -0.01 0.01 0.00
H -2.918 2.286 2.667 0.00 -0.01 0.01
H -3.184 1.479 1.111 0.01 -0.04 -0.01
H -1.856 4.968 1.514 -0.02 0.01 -0.02
H -0.142 4.536 1.453 -0.03 -0.02 0.02
H -1.115 4.104 2.862 -0.01 0.01 0.01
H 1.260 3.601 -0.388 0.01 0.00 0.00
H 3.090 4.457 0.966 0.00 0.01 0.00
H 4.317 2.959 2.536 0.01 0.00 0.00
H 3.597 0.557 2.679 0.01 0.00 0.00
C -2.466 -1.983 3.706 0.01 -0.02 0.01
Ge -0.839 -2.093 2.611 -0.06 0.05 -0.01
C -0.641 -3.937 2.002 0.01 -0.01 0.02
C 0.671 -1.586 3.738 -0.02 -0.02 0.05
C -1.321 -0.768 1.215 0.18 -0.15 0.33
H -2.384 -2.642 4.572 0.00 0.00 0.01
H -3.342 -2.280 3.129 -0.01 0.00 0.00
H -2.619 -0.965 4.066 -0.01 0.01 0.00
H -0.745 -4.589 2.871 0.01 -0.01 0.01
H 0.342 -4.108 1.563 -0.02 0.00 0.01
H -1.413 -4.202 1.280 -0.02 0.00 0.01
H 0.517 -1.997 4.737 -0.01 -0.01 0.01
H 0.752 -0.502 3.816 0.00 0.00 0.02
H 1.607 -1.971 3.341 0.02 0.00 0.00
H -1.156 0.230 1.622 0.01 -0.04 -0.08
H -2.395 -0.886 1.084 0.01 0.03 -0.05
```
Forces are in eV/Å.


Computed, not measured: a structure of composition C30H39FeN3S at a distorted geometry, with the ωB97M-V functional and the def2-TZVPD basis.

Properties
HOMO-LUMO gap (spin up / spin down): 0.0534 / 0.2561 hartree
strongest force on any atom: 3.62 eV/A
M: 529.6 g mol⁻¹
charge: -2
multiplicity: 5
E_HOMO (spin up / spin down): 2.41 / -2.65 eV

The geometry in XYZ format:
```
74
Properties=species:S:1:pos:R:3:forces:R:3
Fe 0.220 -0.048 0.884 0.60 -1.19 -0.55
N 0.673 -2.680 3.596 -0.01 -0.24 -0.49
N 0.172 -2.200 -0.448 1.42 1.23 2.10
C 0.915 1.789 0.344 0.87 0.09 0.91
C 2.008 0.897 0.656 0.71 2.00 1.14
C 1.835 0.454 2.021 0.38 1.69 -0.58
C 2.807 -0.323 2.857 -0.03 -0.26 0.02
H 3.648 -0.680 2.250 -0.12 0.02 0.12
H 2.312 -1.188 3.327 0.33 0.30 -0.01
H 3.216 0.310 3.660 -0.11 -0.08 -0.24
C 0.642 1.064 2.551 0.47 1.43 -0.54
C 0.289 1.072 3.997 -0.06 -0.13 0.24
H 0.951 1.759 4.550 -0.11 -0.09 -0.11
H 0.420 0.075 4.437 -0.10 0.22 0.02
H -0.742 1.405 4.154 0.22 -0.10 0.07
C 0.052 1.871 1.505 1.48 0.70 0.70
C -1.083 2.824 1.672 -0.21 -0.01 0.01
H -1.843 2.420 2.354 0.08 0.13 -0.18
H -1.557 3.032 0.705 -0.03 -0.02 0.23
H -0.729 3.783 2.085 -0.12 -0.19 -0.09
C 3.195 0.628 -0.210 -0.01 -0.12 -0.12
H 4.006 1.351 -0.016 -0.20 -0.20 -0.06
H 2.930 0.709 -1.272 0.13 -0.08 0.20
H 3.598 -0.379 -0.031 -0.03 0.15 -0.14
C 0.814 2.665 -0.859 -0.16 -0.15 -0.35
H -0.236 2.895 -1.082 0.25 0.02 -0.08
H 1.244 2.173 -1.740 -0.11 0.22 0.09
H 1.346 3.620 -0.709 -0.15 -0.30 0.03
C 0.087 -3.467 4.499 -1.05 -0.65 -0.54
H 0.501 -3.467 5.505 0.02 0.11 -0.12
C -1.021 -4.282 4.203 0.50 0.33 0.15
H -1.444 -4.908 4.986 0.01 0.16 -0.19
C -1.539 -4.277 2.901 0.41 0.15 0.17
H -2.385 -4.902 2.618 0.14 0.18 0.15
C -0.926 -3.475 1.953 0.85 0.01 0.09
H -1.183 -3.454 0.900 -0.27 -0.08 0.34
C 0.197 -2.692 2.328 -0.74 -1.51 1.12
C 0.861 -1.792 1.418 -0.53 -1.34 -3.32
H 1.897 -2.088 1.142 -0.54 0.29 0.44
C -0.092 -0.918 -0.829 -0.37 -0.90 -1.62
C 0.770 -2.872 -1.465 -0.24 -0.92 -0.61
H 1.190 -3.860 -1.343 -0.20 0.00 -0.09
C 0.630 -2.136 -2.588 0.11 0.27 0.04
H 0.835 -2.379 -3.609 -0.04 -0.05 -0.04
N 0.122 -0.894 -2.207 0.18 -0.76 0.85
C -0.038 0.191 -3.119 -0.07 0.06 -0.21
C 0.963 0.443 -4.078 -0.42 0.60 0.37
C 0.768 1.519 -4.952 -0.21 -0.28 0.11
H 1.537 1.746 -5.692 -0.15 -0.02 0.23
C -0.372 2.318 -4.888 -0.18 -0.23 0.34
C -0.554 3.468 -5.819 0.06 0.30 -0.33
H -1.080 4.291 -5.326 0.06 -0.04 -0.08
H -1.147 3.179 -6.695 0.06 0.02 0.07
H 0.412 3.834 -6.178 -0.16 0.01 0.00
C -1.373 2.007 -3.963 0.62 -0.52 0.15
H -2.286 2.594 -3.940 0.06 0.02 0.03
C -1.214 0.950 -3.058 0.27 0.18 -0.49
C -2.273 0.661 -2.046 -0.45 0.26 0.21
H -2.442 -0.416 -1.913 0.08 0.32 0.07
H -3.216 1.126 -2.363 0.13 -0.12 0.05
H -2.010 1.099 -1.067 -0.04 -0.31 -0.34
C 2.246 -0.329 -4.145 0.55 0.06 -0.47
H 2.116 -1.341 -4.552 0.17 0.30 0.13
H 2.748 -0.402 -3.169 -0.23 -0.16 -0.20
H 2.932 0.191 -4.824 -0.13 -0.10 0.17
C -3.458 -0.191 1.118 0.13 -0.14 0.12
S -1.751 -0.655 1.548 -3.14 -0.69 1.29
C -2.120 -0.812 3.329 -0.24 -0.06 -0.44
H -3.507 0.215 0.105 0.01 -0.09 0.26
H -3.805 0.541 1.855 -0.16 -0.06 -0.24
H -4.043 -1.118 1.182 -0.11 0.33 0.01
H -2.910 -1.565 3.417 0.01 0.20 0.13
H -1.249 -1.145 3.898 -0.16 0.15 -0.25
H -2.473 0.164 3.681 -0.03 -0.32 0.14
```
Forces are in eV/Å.


Computed, not measured: a structure of composition C30H39MnN5O2, with the ωB97M-V functional and the def2-TZVPD basis.

Properties
HOMO-LUMO gap (spin up / spin down): 0.2631 / 0.2697 hartree
strongest force on any atom: 0.54 eV/A
M: 556.6 g mol⁻¹
multiplicity: 6
E_HOMO (spin up / spin down): -6.64 / -6.82 eV

The geometry in XYZ format:
```
77
Properties=species:S:1:pos:R:3:forces:R:3
Mn -0.747 -1.079 0.090 -0.35 -0.08 0.07
O -2.254 -2.388 -0.738 0.14 0.38 -0.30
N -2.797 -1.857 -1.771 0.10 0.05 0.52
N -2.747 -0.577 -1.787 0.23 -0.46 -0.14
O -2.173 0.126 -0.833 0.00 -0.02 -0.20
C -3.147 0.078 -3.000 -0.14 0.20 0.18
C -3.759 -0.638 -4.021 -0.03 0.07 -0.07
C -4.124 0.035 -5.175 -0.01 -0.07 0.02
C -3.887 1.396 -5.308 0.00 0.05 -0.02
C -3.280 2.093 -4.276 0.02 -0.02 0.05
C -2.907 1.438 -3.109 -0.03 -0.05 -0.09
H -3.939 -1.696 -3.912 0.00 0.01 0.00
H -4.600 -0.514 -5.978 0.00 0.01 0.00
H -4.176 1.910 -6.215 0.00 0.00 0.01
H -3.091 3.154 -4.372 0.00 0.00 0.00
H -2.431 1.957 -2.293 0.01 0.01 0.03
N -0.702 -0.957 2.255 0.06 -0.02 -0.13
C -0.173 -0.303 3.053 -0.10 0.01 0.00
N 0.379 0.418 3.983 0.03 0.01 0.12
C -0.326 0.617 5.264 0.00 0.02 -0.01
C 0.626 1.274 6.252 0.01 0.00 -0.01
C 1.955 0.523 6.307 0.00 0.01 0.01
C 2.641 0.456 4.922 0.02 0.02 0.00
C 1.733 0.977 3.818 -0.02 -0.07 -0.08
H -0.644 -0.357 5.642 0.00 0.00 0.00
H -1.217 1.228 5.103 -0.01 0.01 0.00
H 0.146 1.283 7.231 0.00 0.00 0.01
H 0.787 2.318 5.974 0.01 0.00 0.00
H 1.768 -0.488 6.677 -0.01 0.00 -0.01
H 2.612 0.998 7.036 0.00 -0.01 0.00
H 2.925 -0.572 4.692 0.00 0.01 0.00
H 3.559 1.045 4.910 -0.01 0.01 0.00
H 2.091 0.708 2.825 0.01 -0.02 0.03
H 1.657 2.064 3.833 0.01 0.02 0.03
C 0.195 3.780 1.303 -0.01 0.00 0.00
C 1.226 2.725 0.994 -0.01 0.01 -0.07
C 2.582 2.973 1.210 0.00 0.00 -0.02
C 3.515 1.996 0.887 0.01 0.00 0.03
C 4.988 2.247 1.088 0.00 0.00 0.00
C 3.102 0.768 0.381 -0.06 -0.02 0.01
C 1.737 0.463 0.162 0.01 0.00 -0.07
C 0.828 1.508 0.473 0.04 0.06 0.05
N 1.211 -0.715 -0.297 0.12 -0.03 0.06
C 2.041 -1.827 -0.756 -0.02 -0.02 0.02
C 1.068 -2.910 -1.256 0.03 -0.03 0.00
C 1.797 -4.150 -1.782 -0.02 0.02 -0.01
C 2.707 -3.745 -2.944 0.00 0.00 0.00
C 3.701 -2.688 -2.457 0.00 0.00 -0.01
C 4.547 -3.267 -1.318 -0.01 0.00 0.00
C 3.638 -3.701 -0.162 0.00 0.00 0.00
C 2.645 -4.753 -0.661 0.00 0.00 0.02
C 2.873 -2.484 0.368 -0.02 0.02 -0.03
C 2.936 -1.460 -1.955 0.01 0.00 0.01
H 0.655 4.667 1.738 0.00 0.00 0.00
H -0.556 3.408 2.003 0.00 0.00 0.00
H -0.335 4.086 0.398 0.00 0.00 0.00
H 2.906 3.930 1.604 0.00 -0.01 0.00
H 5.168 3.240 1.501 -0.01 0.00 0.00
H 5.528 2.174 0.142 0.00 0.00 0.00
H 5.427 1.513 1.768 -0.01 0.01 -0.01
H 3.870 0.049 0.146 0.00 -0.02 0.02
H -0.228 1.375 0.244 -0.01 -0.02 0.01
H 0.435 -2.484 -2.043 -0.01 0.00 -0.01
H 0.409 -3.220 -0.429 0.01 0.00 0.00
H 1.058 -4.880 -2.124 0.00 0.00 0.00
H 2.109 -3.343 -3.768 0.00 0.00 0.00
H 3.239 -4.622 -3.325 0.00 0.00 0.00
H 4.354 -2.392 -3.283 0.00 0.00 0.00
H 5.265 -2.517 -0.968 -0.01 0.00 0.00
H 5.126 -4.123 -1.679 0.00 0.00 0.00
H 4.246 -4.124 0.643 0.00 0.00 0.00
H 2.002 -5.081 0.163 0.01 0.00 0.00
H 3.178 -5.636 -1.028 0.00 0.00 0.00
H 3.574 -1.777 0.810 0.00 0.02 0.00
H 2.183 -2.786 1.166 0.01 0.00 -0.01
H 2.292 -1.060 -2.744 0.00 0.00 0.00
H 3.640 -0.669 -1.697 0.00 -0.01 0.00
```
Forces are in eV/Å.


Question: Which of these has the lowest strongest force on any atom?
Answer: C30H39MnN5O2


Question: Which value of strongest force on any atom does entry 1 give?
Answer: 0.73 eV/A


Question: Which of these has the lowest multiplicity?
Answer: C30H39FGeN4OPtS


Question: Look up the strongest force on any atom of the first one.
Answer: 0.73 eV/A